Model A:
Computed, not measured: a cluster of 3 separate species, C5H18NO2 in total, with ωB97M-V with the def2-TZVPD basis set.

Computed properties:
- LUMO (eV) = -2.876
- orbital gap (eV) = 11.9
- highest occupied orbital energy (eV) = -14.81

```
! RIJCOSX wB97M-V def2-TZVPD def2/J DEFGRID3
* xyz 1 1
C 0.8109 -2.0271 -0.4402
C -0.4372 -1.1121 -0.2997
C -0.1385 0.2089 -0.9379
C -1.3195 1.1710 -1.0104
C -2.3261 0.6744 -2.0589
N -0.6729 -0.9007 1.1695
H 1.7107 -1.4154 -0.4456
H 0.8300 -2.7937 0.3346
H 0.7697 -2.6495 -1.3289
H -1.2019 -1.7038 -0.8134
H 0.2185 0.0369 -1.9625
H 0.7709 0.6154 -0.4619
H -1.0845 2.2189 -1.2349
H -1.8258 1.3008 -0.0474
H -1.9263 -0.1330 -2.6609
H -2.5633 1.4570 -2.7848
H -3.3428 0.4609 -1.7013
H -1.6327 -0.5650 1.2132
H -0.5996 -1.7093 1.7818
H -0.0271 -0.2242 1.5991
H 1.5028 0.4079 3.7725
H 1.8115 1.2817 2.5107
O 1.1069 0.7651 2.9674
H 2.7169 2.1455 0.7218
H 3.8991 1.2465 1.1235
O 2.9503 1.2429 0.9945
*
```

***

Model B:
Computed, not measured: a structure of composition C5H18NO2, with ωB97M-V with the def2-TZVPD basis set.

Computed properties:
- LUMO (eV) = -8.986
- orbital gap (eV) = 5.8
- highest occupied orbital energy (eV) = -14.75

```
! RIJCOSX wB97M-V def2-TZVPD def2/J DEFGRID3
* xyz 1 1
C 0.0312 -2.5646 1.2914
C 1.0104 -1.6633 0.4603
C 1.6794 -0.5566 1.3660
C 1.5898 0.8650 0.9210
C 2.5191 1.1340 -0.2577
N 0.2579 -1.1258 -0.5858
H -0.7487 -1.8070 1.7054
H -0.5421 -3.2510 0.6422
H 0.4822 -3.1275 2.1157
H 1.8409 -2.2995 0.1244
H 2.7434 -0.8313 1.4622
H 1.2763 -0.6745 2.3935
H 1.5875 1.5679 1.7643
H 0.5923 1.1659 0.5348
H 2.4319 0.3031 -0.9875
H 3.5734 1.3753 -0.0202
H 2.0564 1.9834 -0.8206
H -2.3741 4.4932 -5.7502
H -1.6573 4.6596 -5.6455
H 0.4749 -1.6108 -1.4618
H -0.8132 -0.4941 -0.1392
H -2.4579 -0.0793 0.2390
O -1.5425 -0.0435 0.5723
H -4.9508 0.9871 0.7553
H -4.5059 1.1135 -0.7059
O -4.5546 0.4809 0.0267
*
```

***

We find model A to be the most stable, with the next structure 700.6 kJ/mol higher.

***

Model A:
Computed, not measured: a cluster of 2 separate species, C3H8N5 in total, with ωB97M-V with the def2-TZVPD basis set.

Computed properties:
- LUMO (eV) = -3.046
- orbital gap (eV) = 11.5
- highest occupied orbital energy (eV) = -14.59

```
! RIJCOSX wB97M-V def2-TZVPD def2/J DEFGRID3
* xyz 1 1
C 2.8869 0.3987 0.4490
C 1.1521 -1.0935 -0.2505
C -2.3451 1.3645 -0.1159
N 0.0901 -1.3460 -0.6312
N 2.4186 1.2867 -0.2197
N -1.8003 0.3083 0.3543
N 2.2650 -0.8647 0.3582
N -2.3545 -1.0127 -0.1143
H 3.8961 0.3894 0.9471
H -3.3411 1.3801 -0.6716
H -1.9195 2.3050 0.1920
H -1.0521 -1.3545 -0.4746
H 2.8357 2.2332 -0.1059
H 3.0423 -1.5520 0.3805
H -3.0944 -1.0066 -0.8597
H -2.6796 -1.4357 0.7622
*
```

***

Model B:
Computed, not measured: the ion C3H8N5 with charge +1, with ωB97M-V with the def2-TZVPD basis set.

Computed properties:
- LUMO (spin up / spin down) (eV) = -5.010 / -5.012
- orbital gap (spin up / spin down) (eV) = 8.4 / 8.4
- highest occupied orbital energy (spin up / spin down) (eV) = -13.45 / -13.45

```
! RIJCOSX wB97M-V def2-TZVPD def2/J DEFGRID3
* xyz 1 1
C 0.6585 0.8907 0.7515
C 0.2532 0.5265 -1.7207
C -0.9526 -0.9904 0.7259
N 1.4699 1.5990 -0.1235
N 1.2861 1.2289 -1.3501
N -0.0878 0.0044 0.2686
N 0.9743 1.1715 2.0621
N -0.0126 -0.4669 -2.5211
H -1.1447 -0.9458 1.8975
H -2.0105 -0.7781 0.2399
H -0.6043 -1.9720 0.4102
H 1.8300 1.6711 -2.1029
H 1.8447 1.6946 2.1078
H 0.2451 1.4154 2.7347
H -0.8194 -0.4382 -3.1650
H 0.7652 -0.9871 -2.8927
*
```

***

We find model A to be the most stable, with the next structure 23.8 kJ/mol higher.